(1)
{
  "formula": "C5H9NO",
  "method": "ωB97M-V with the def2-TZVPD basis set",
  "species": ["C", "C", "C", "C", "O", "C", "N", "H", "H", "H", "H", "H", "H", "H", "H", "H"],
  "positions_angstrom": [[1.364588, 1.112223, 0.982523], [0.903578, 0.508834, -0.342827], [0.700062, -1.016459, -0.309525], [-0.781635, -1.025945, 0.082801], [-2.560073, -0.224615, -0.734167], [-0.539516, 0.780217, -0.620965], [-1.462237, 1.396230, -1.067552], [2.393479, 0.798169, 1.187803], [0.733457, 0.779658, 1.813393], [1.335174, 2.205133, 0.950050], [1.541513, 0.867927, -1.157453], [0.825340, -1.433923, -1.313326], [1.347427, -1.579281, 0.379364], [-0.971174, -0.739690, 1.115736], [-1.324124, -1.929012, -0.179154], [-3.505859, -0.499466, -0.786700]],
  "forces_ev_per_angstrom": [[0.0028, 0.0305, 0.0734], [0.0666, 0.0165, -0.0366], [0.0492, -0.0414, -0.0631], [0.0511, -0.4212, 0.2314], [-0.3994, -0.1799, -0.0076], [-0.6445, 0.7787, -0.4189], [0.9160, -0.4090, 0.3649], [-0.1506, 0.0339, -0.0418], [0.0807, 0.0389, -0.1264], [-0.0037, -0.1645, -0.0040], [-0.1219, -0.0459, 0.1090], [-0.0239, 0.0600, 0.1464], [-0.1299, 0.0822, -0.0969], [-0.0001, 0.0227, -0.1953], [0.0773, 0.1594, 0.0478], [0.2303, 0.0391, 0.0177]],
  "orbital_gap_ev": [8.846, 8.843],
  "e_above_lowest_kcal_mol": 153.2,
  "e_lumo_ev": [-0.54, -0.53],
  "charge": 0
}

(2)
{
  "formula": "C5H9NO",
  "method": "ωB97M-V with the def2-TZVPD basis set",
  "species": ["C", "C", "O", "C", "C", "N", "C", "H", "H", "H", "H", "H", "H", "H", "H", "H"],
  "positions_angstrom": [[-1.405605, 1.205971, 1.250139], [-1.512054, -0.168535, 0.632004], [-2.509601, -0.852833, 0.731162], [-0.328604, -0.692950, -0.129266], [1.024376, -0.742771, 0.502135], [0.723322, 0.228508, -0.518599], [1.321378, -0.004675, -1.823129], [-2.203027, 1.331195, 1.984927], [-0.428610, 1.379295, 1.710207], [-1.517526, 1.959231, 0.462517], [-0.576377, -1.514635, -0.802414], [1.646359, -1.598716, 0.237703], [1.175305, -0.357166, 1.508489], [2.290657, 0.501438, -1.865851], [0.674577, 0.416537, -2.598458], [1.477640, -1.075162, -2.040294]],
  "forces_ev_per_angstrom": [[-0.0470, 0.0177, 0.0562], [-0.1547, -0.1078, 0.0188], [0.3426, 0.2540, -0.0375], [-0.1956, -0.1571, -0.0561], [0.1661, -0.0888, 0.2075], [0.0167, 0.0747, -0.0034], [0.0461, -0.0233, -0.1551], [0.1033, -0.0310, -0.1147], [-0.1180, -0.0546, -0.0906], [0.0342, -0.1180, 0.0664], [0.0448, 0.1199, 0.0905], [-0.0957, 0.1487, 0.0093], [-0.0396, -0.0576, -0.1584], [-0.1404, -0.0776, 0.0042], [0.0977, -0.0435, 0.1077], [-0.0605, 0.1445, 0.0553]],
  "orbital_gap_ev": 10.334,
  "smiles": "CC(=O)[C@@H]1CN1C",
  "e_above_lowest_kcal_mol": 44.8,
  "e_lumo_ev": 0.94,
  "charge": 0
}

(3)
{
  "formula": "C5H9NO",
  "method": "ωB97M-V with the def2-TZVPD basis set",
  "species": ["C", "O", "C", "C", "C", "C", "N", "H", "H", "H", "H", "H", "H", "H", "H", "H"],
  "positions_angstrom": [[2.825160, 0.036983, 0.537518], [1.677260, 0.516221, -0.225629], [0.429294, -0.182447, -0.024729], [-1.295944, 0.190916, 0.260194], [-2.138505, 0.945933, -0.828587], [-1.607050, -1.263559, 0.228259], [-1.536030, -2.417527, 0.101990], [3.718985, 0.554583, 0.151449], [3.075449, -1.041562, 0.447312], [2.718558, 0.272046, 1.605669], [0.601403, -0.856043, 0.813218], [0.246604, -0.762880, -0.932871], [-1.648319, 0.584274, 1.240179], [-3.242903, 0.924204, -0.694368], [-1.863474, 2.006311, -0.874344], [-1.960491, 0.492549, -1.805266]],
  "forces_ev_per_angstrom": [[-0.2639, 0.1896, -0.0389], [-0.6836, 0.3334, 0.4268], [-0.0451, -0.7056, 0.1479], [0.2109, -0.0371, -0.2268], [0.4299, -0.0936, -0.1106], [0.2384, -0.9604, -0.1842], [-0.5666, 1.5341, 0.2919], [-0.6398, 0.0854, 0.0559], [-0.7606, 0.3887, -0.2266], [-0.0738, -0.0135, -0.2249], [-0.1956, -0.1410, -0.0552], [0.2802, 0.0642, 0.0680], [1.0178, -0.1877, -0.3893], [0.7936, -0.2929, 0.4382], [0.1321, -0.2873, 0.0497], [0.1261, 0.1236, -0.0218]],
  "orbital_gap_ev": 10.887,
  "smiles": "COC[C@@H](C)C#N",
  "e_above_lowest_kcal_mol": 79.7,
  "e_lumo_ev": 0.79,
  "charge": 0
}

(4)
{
  "formula": "C5H9NO",
  "method": "ωB97M-V with the def2-TZVPD basis set",
  "species": ["C", "C", "C", "N", "C", "C", "O", "H", "H", "H", "H", "H", "H", "H", "H", "H"],
  "positions_angstrom": [[-1.211847, -1.805148, 0.628352], [0.034340, -1.227774, -0.019841], [-0.095211, -0.515314, -1.387815], [0.410169, 0.728094, -0.724492], [0.959066, 2.573009, 0.280502], [0.470285, 0.165124, 0.441593], [0.780555, 0.793625, 1.475409], [-2.042310, -1.091466, 0.591093], [-1.020459, -2.045143, 1.679490], [-1.527387, -2.722841, 0.120565], [0.864395, -1.941440, 0.011226], [0.550495, -0.885951, -2.190610], [-1.124521, -0.422502, -1.753527], [1.614100, 2.723105, 1.127372], [1.401676, 2.770074, -0.685609], [-0.063347, 2.904547, 0.406291]],
  "forces_ev_per_angstrom": [[-0.0501, -0.0023, 0.0241], [-0.0071, -0.1434, 0.0349], [-0.1266, -0.2392, -0.2653], [0.0767, 0.0410, 0.2748], [0.0265, 0.2221, -0.0171], [0.0459, 0.2318, 0.0344], [-0.0406, -0.1495, -0.2022], [0.1217, -0.0779, -0.0059], [-0.0281, 0.0379, -0.1447], [0.0461, 0.1283, 0.0624], [-0.0970, 0.1247, -0.0057], [-0.0815, 0.0706, 0.1340], [0.1634, -0.0174, 0.0678], [-0.0938, -0.0726, -0.1202], [-0.1003, -0.0576, 0.1316], [0.1448, -0.0966, -0.0029]],
  "orbital_gap_ev": [8.808, 8.807],
  "e_above_lowest_kcal_mol": 106.2,
  "e_lumo_ev": [-0.22, -0.22],
  "charge": 0
}

(5)
{
  "formula": "C5H9NO",
  "method": "ωB97M-V with the def2-TZVPD basis set",
  "species": ["C", "C", "C", "C", "C", "H", "H", "H", "H", "H", "H", "H", "H", "H", "N", "O"],
  "positions_angstrom": [[0.294534, -0.043444, -1.480588], [-0.206058, -1.258012, -0.742608], [0.921174, 0.097308, 1.014251], [-0.057015, 1.182279, 0.441896], [-1.072269, 0.313229, 0.944034], [1.378087, 0.188426, -1.344030], [0.011200, -0.070992, -2.624714], [-1.190766, -1.640334, -1.142873], [0.440176, -2.264932, -0.703654], [2.051863, 0.087739, 0.414244], [0.899425, 0.068125, 2.068453], [0.356111, 2.241459, 0.461671], [-1.153493, 0.601344, 2.208219], [-2.212369, 0.192866, 0.746908], [-0.308885, -0.801273, 0.735803], [-0.151715, 1.106211, -0.997012]],
  "forces_ev_per_angstrom": [[2.3761, -1.7288, -4.0841], [-0.2375, -2.0447, 1.7959], [1.2662, 0.4021, -3.2939], [3.7980, 3.3708, -2.0274], [-6.3938, 1.8560, 5.7025], [0.0095, -1.9010, -1.0753], [0.7726, -0.1221, 2.0735], [0.7088, 0.7931, 0.7303], [-0.8957, 2.6077, -0.3682], [-3.3944, -0.7162, 2.1561], [0.9868, 0.5271, 1.1503], [-1.6713, -0.7308, 1.3523], [0.2516, -1.1047, -2.9484], [2.0378, 0.7299, -0.5978], [2.8840, -4.6574, -1.6922], [-2.4985, 2.7189, 1.1263]],
  "orbital_gap_ev": 9.448,
  "e_above_lowest_kcal_mol": 140.5,
  "e_lumo_ev": 1.00,
  "charge": 0
}

(6)
{
  "formula": "C5H9NO",
  "method": "ωB97M-V with the def2-TZVPD basis set",
  "species": ["O", "C", "C", "C", "C", "N", "C", "H", "H", "H", "H", "H", "H", "H", "H", "H"],
  "positions_angstrom": [[1.536540, -1.116927, 1.050328], [0.811832, -0.906000, -0.157862], [-0.693572, -1.107918, 0.049402], [0.140033, 1.647253, -0.693766], [-1.130797, 1.305234, 0.005761], [-1.350128, 0.020677, 0.691896], [1.091830, 0.495344, -0.771875], [1.320588, -0.402293, 1.660886], [1.206197, -1.678734, -0.830689], [-0.857443, -2.002681, 0.661975], [-1.167396, -1.284495, -0.926236], [-1.931684, 1.495759, -0.737714], [-1.287026, 2.132122, 0.716847], [-1.020854, 0.096030, 1.648263], [1.249063, 0.410628, -1.860355], [2.063187, 0.865984, -0.409286]],
  "forces_ev_per_angstrom": [[-0.0853, 0.2606, 0.1099], [-0.1526, 0.1502, -0.2421], [0.1093, -0.1524, -0.2399], [-0.2997, -0.8823, 0.3384], [0.2226, 0.2148, -0.0424], [0.2694, 0.2955, 0.0779], [-0.1031, 0.0655, 0.0772], [0.0601, -0.0559, 0.0245], [-0.1569, 0.1645, 0.0896], [0.0454, 0.1447, -0.1649], [0.0182, 0.0648, 0.1094], [0.2172, -0.0929, 0.0443], [-0.0698, -0.1324, -0.0628], [-0.1373, -0.0214, -0.0058], [0.0865, 0.0212, 0.0769], [-0.0240, -0.0444, -0.1902]],
  "orbital_gap_ev": 8.322,
  "e_above_lowest_kcal_mol": 105.8,
  "e_lumo_ev": 0.13,
  "charge": 0
}

(7)
{
  "formula": "C5H9NO",
  "method": "ωB97M-V with the def2-TZVPD basis set",
  "species": ["C", "C", "C", "C", "C", "O", "N", "H", "H", "H", "H", "H", "H", "H", "H", "H"],
  "positions_angstrom": [[1.064566, 0.323050, 1.125936], [-0.021511, 0.063636, 0.119568], [-0.631838, 1.407110, 0.019981], [0.418785, -0.544097, -1.192521], [-0.736746, -1.698772, -0.889423], [-1.195550, -2.666493, -1.466911], [-0.887258, -1.107749, 0.331204], [1.831407, -0.480837, 1.032633], [0.714548, 0.458016, 2.216285], [1.630362, 1.171230, 0.790221], [-0.918468, 1.739767, 1.105864], [-1.484097, 1.181947, -0.554454], [0.057584, 2.150935, -0.438126], [1.490861, -0.850833, -1.287000], [0.159589, 0.161414, -2.051979], [-1.492234, -1.308325, 1.138722]],
  "forces_ev_per_angstrom": [[1.4587, -2.1813, 1.4560], [1.6835, -0.1419, 1.2582], [-1.0529, 0.9160, 1.7129], [-0.8254, -0.0802, -2.0774], [1.6136, 0.0627, -1.1475], [0.5072, 1.5651, 1.1610], [-0.9383, 0.3235, 1.0875], [-0.5208, 0.1347, 0.7640], [0.5211, -0.2257, -1.7846], [0.0296, 0.7825, 0.1442], [0.2723, -0.2746, -2.1509], [-1.6141, 0.9833, -0.9137], [-0.6641, -0.5997, 0.2765], [-1.0781, -0.0348, 0.1936], [0.3520, -1.1960, 0.8308], [0.2559, -0.0336, -0.8106]],
  "orbital_gap_ev": 10.514,
  "smiles": "CC1(C)CC(=O)N1",
  "e_above_lowest_kcal_mol": 39.0,
  "e_lumo_ev": 0.76,
  "charge": 0
}